1.
The following is a DFT calculation (wB97M-V/def2-TZVPD) of a 2-piece molecular cluster, C4H12NP overall at a distorted geometry.

Structure (XYZ):
```
18
Properties=species:S:1:pos:R:3
H 0.014 -2.587 1.282
P 0.696 -1.925 0.359
N -0.191 -0.768 -0.054
C -1.643 -0.568 0.202
C -2.274 -0.667 -1.185
C -1.607 0.782 0.888
H -2.237 -1.342 0.780
H -2.293 -1.677 -1.572
H -3.361 -0.274 -1.330
H -1.819 -0.148 -2.074
H -2.641 1.161 1.045
H -1.251 1.468 0.058
H -0.980 0.703 1.724
C 3.603 0.160 -1.270
H 2.598 -0.082 -0.681
H 4.023 1.229 -1.130
H 3.327 0.198 -2.332
H 4.428 -0.461 -0.809
```

Calculated values
highest occupied orbital energy: -9.39 eV
charge: 0
ΔE to the lowest compared entry with this formula, charge and spin: 69.7 kcal/mol
structure (SMILES): [H]/P=N\C(C)C.C
DFT total energy: -15118.7908 eV

Atomic partial charges in e from the Mulliken method, atoms 1 to 4: atom 1 (H): -0.0121, atom 2 (P): -0.0631, atom 3 (N): -0.0876, atom 4 (C): 0.4998



2.
The following is a DFT calculation (wB97M-V/def2-TZVPD) of one molecule with the formula C4H12NPS2 at a distorted geometry.

Structure (XYZ):
```
20
Properties=species:S:1:pos:R:3
C 2.406 1.808 -1.162
S 1.859 1.160 0.519
P 1.188 -0.777 -0.025
C 1.173 -1.356 1.726
N -0.568 -0.293 -0.215
C -1.006 -0.401 -1.548
C -1.696 -0.444 0.753
S -3.592 0.399 0.642
H 2.904 2.707 -0.931
H 1.570 2.112 -1.908
H 3.171 0.931 -1.529
H 1.384 -2.366 1.726
H 1.981 -0.979 2.397
H 0.139 -1.228 2.058
H -0.228 -0.023 -2.313
H -1.431 -1.423 -1.781
H -1.839 0.230 -1.726
H -2.095 -1.562 0.735
H -1.601 -0.300 1.773
H -3.718 1.805 0.809
```

Calculated values
highest occupied orbital energy: -8.35 eV
charge: 0
ΔE to the lowest compared entry with this formula, charge and spin: 95.6 kcal/mol
structure (SMILES): CSP(C)N(C)CS
DFT total energy: -36789.4531 eV

Atomic partial charges in e from the Mulliken method, atoms 1 to 4: atom 1 (C): -0.7871, atom 2 (S): -0.1258, atom 3 (P): 0.0716, atom 4 (C): -0.8653



3.
The following is a DFT calculation (wB97M-V/def2-TZVPD) of a 2-piece molecular cluster, C4H12NS overall at a distorted geometry.

Structure (XYZ):
```
18
Properties=species:S:1:pos:R:3
C -2.229 0.051 2.479
C -1.377 0.492 0.214
N -2.091 0.818 1.209
H -3.286 -0.046 2.605
H -1.866 0.686 3.266
H -1.719 -0.903 2.398
H -0.637 -0.280 0.328
H -1.433 1.098 -0.653
H -2.667 1.612 1.180
C 1.344 -1.583 -1.803
S 1.988 -0.805 -0.269
C 2.482 0.803 -1.028
H 2.238 -1.892 -2.458
H 0.727 -0.912 -2.340
H 0.776 -2.469 -1.525
H 2.618 1.544 -0.262
H 3.427 0.698 -1.607
H 1.705 1.088 -1.735
```

Calculated values
highest occupied orbital energy: -11.93 eV
charge: +1
ΔE to the lowest compared entry with this formula, charge and spin: 33.1 kcal/mol
DFT total energy: -16660.2246 eV

Atomic partial charges in e from the Mulliken method, atoms 1 to 4: atom 1 (C): -0.6938, atom 2 (C): 0.1395, atom 3 (N): -0.0400, atom 4 (H): 0.3162



4.
The following is a DFT calculation (wB97M-V/def2-TZVPD) of a 2-piece molecular cluster, C4H12NS2 overall at a distorted geometry.

Structure (XYZ):
```
19
Properties=species:S:1:pos:R:3
C -2.195 -0.407 0.325
C 1.245 2.103 0.114
C -1.235 -1.268 -0.399
C 0.768 -0.445 0.024
N 0.472 0.975 -0.480
S 0.932 -0.612 1.789
S 2.295 -1.138 -0.733
H -3.261 -0.919 0.233
H -2.202 -0.513 1.334
H -2.141 0.709 0.006
H 1.350 2.011 1.161
H 2.156 1.884 -0.364
H 0.806 3.015 -0.166
H -1.208 -2.218 0.003
H -1.154 -1.210 -1.517
H 0.688 0.893 -1.488
H -0.543 0.940 -0.212
H 1.527 -1.944 1.891
H 2.465 -2.156 0.144
```

Calculated values
highest occupied orbital energy: -12.62 eV
charge: +1
ΔE to the lowest compared entry with this formula, charge and spin: 100.7 kcal/mol
DFT total energy: -27492.6149 eV

Atomic partial charges in e from the Mulliken method, atoms 1 to 4: atom 1 (C): -0.9953, atom 2 (C): -0.8938, atom 3 (C): -0.3776, atom 4 (C): -0.2580



Which of these has the lowest DFT total energy? C4H12NPS2



Which of these has the highest highest occupied orbital energy? C4H12NPS2